Model w:
3 unconnected molecules or ions with the total composition C4H13O4. Source: the Open Molecules 2025 dataset; level of theory: ωB97M-V/def2-TZVPD.

Each line ends with the natural charge from an NBO analysis.
Element x y z (Å)
C  0.6383  -1.4540  0.6571  -0.428
C  0.5224  -0.5044  1.8613  -0.427
C  0.5041  0.9637  1.4285  -0.073
O  1.2748  1.2531  0.2439  -0.812
C  -0.6164  -1.4096  -0.2170  -0.064
O  -0.4344  -1.7337  -1.5671  -0.799
H  1.4699  -1.3016  0.0195  0.224
H  0.8424  -2.4967  1.0270  0.177
H  1.3015  -0.7611  2.6001  0.183
H  -0.3658  -0.7454  2.4631  0.184
H  -0.5761  1.2262  1.4363  0.152
H  1.0674  1.6798  2.1088  0.164
H  -1.1226  -0.4529  -0.1883  0.170
H  -1.3919  -2.1431  0.0894  0.143
H  -0.1821  -0.8681  -2.0082  0.512
H  0.8412  0.8721  -0.6355  0.507
H  0.9840  0.9035  -2.4104  0.436
O  0.1589  0.6891  -1.9923  -1.241
H  -1.1729  2.6255  -1.3631  0.476
H  -1.7175  1.4162  -1.9955  0.507
O  -2.0249  2.2415  -1.5576  -0.991

Calculated values
Highest occupied orbital energy: -4.9 eV
Net charge: -1
Kohn-Sham gap: 8.9 eV
E_LUMO: 0.147 Eh

=====

Model x:
3 unconnected molecules or ions with the total composition C4H13O4. Source: the Open Molecules 2025 dataset; level of theory: ωB97M-V/def2-TZVPD.

Each line ends with the natural charge from an NBO analysis.
Element x y z (Å)
C  -0.5698  0.8150  -1.6986  -0.090
O  0.3852  0.8157  -2.6828  -0.758
C  -0.5969  -0.5897  -1.0288  -0.446
C  -1.3767  -0.6768  0.2575  -0.432
C  -0.4207  -0.9948  1.4540  -0.058
O  0.6425  -0.1414  1.4855  -0.898
H  -0.2052  1.6103  -1.0078  0.218
H  -1.4302  0.6986  -2.3879  0.176
H  1.2269  0.3279  -2.3724  0.470
H  0.4813  -0.8280  -0.7669  0.211
H  -0.8406  -1.2887  -1.7277  0.182
H  -2.0072  0.2262  0.4215  0.190
H  -2.0242  -1.5603  0.2959  0.174
H  -0.1578  -2.0401  1.3192  0.136
H  -1.0559  -0.5552  2.2313  0.156
H  0.1795  1.3677  1.4019  0.504
H  0.6978  2.8596  1.5474  0.449
O  -0.0041  2.3122  1.4083  -1.020
H  2.9158  -1.0536  1.0464  0.438
H  1.5772  -0.5027  0.5742  0.480
O  2.5832  -0.8019  0.2298  -1.082

Calculated values
Highest occupied orbital energy: -4.2 eV
Net charge: -1
Kohn-Sham gap: 8.2 eV
E_LUMO: 0.147 Eh

=====

Taking the most stable structure as the zero point, the relative energies in kcal/mol are model w 0.0; model x 37.7.

=====

Model w:
2 unconnected molecules or ions with the total composition C5H10FN. Source: the Open Molecules 2025 dataset; level of theory: ωB97M-V/def2-TZVPD.

Each line ends with the natural charge from an NBO analysis.
Element x y z (Å)
C  1.6155  0.5262  0.0340  0.383
C  1.9871  -0.8252  0.3594  -0.754
C  -1.7796  -0.6705  -0.9935  -0.617
C  -1.4537  -0.2793  0.4462  -0.489
C  -0.4895  0.8819  0.7297  0.158
N  2.2526  1.4753  -0.3860  -0.649
F  -0.7994  2.0107  -0.0029  -0.389
H  1.1258  -1.3919  -0.0027  0.244
H  2.5696  -0.9078  1.3088  0.263
H  2.7227  -1.1534  -0.3184  0.233
H  -2.1406  0.2880  -1.5109  0.215
H  -1.0888  -1.1723  -1.7599  0.210
H  -2.5767  -1.3438  -1.0263  0.211
H  -0.9768  -1.0747  0.9797  0.216
H  -2.3984  0.0309  0.7541  0.217
H  -0.2868  1.2374  1.8436  0.175
H  1.7171  2.3686  -0.4550  0.374

Calculated values
Highest occupied orbital energy: -8.0 eV
Net charge: 0
Kohn-Sham gap: 9.0 eV
E_LUMO: 0.036 Eh

=====

Model x:
A single C5H10FN molecule. Source: the Open Molecules 2025 dataset; level of theory: ωB97M-V/def2-TZVPD.

Each line ends with the natural charge from an NBO analysis.
Element x y z (Å)
C  0.9263  0.4152  1.0603  0.307
C  0.5013  -0.5300  -1.4200  -0.631
C  -1.4737  0.4619  -0.1957  -0.624
C  0.6765  0.0379  2.4803  -0.019
C  -0.2242  -0.3856  -0.1001  -0.228
N  1.8673  1.1549  0.7329  -0.634
F  -0.6638  0.0093  2.7801  -0.362
H  0.6469  0.4420  -1.8885  0.201
H  -0.0898  -1.1398  -2.1012  0.218
H  1.4695  -1.0093  -1.2910  0.216
H  -1.9799  0.5249  0.7617  0.229
H  -1.2337  1.4681  -0.5310  0.205
H  -2.1588  0.0183  -0.9170  0.206
H  1.1532  0.7466  3.1670  0.187
H  1.0596  -0.9773  2.6589  0.178
H  -0.4225  -1.3497  0.3634  0.203
H  1.9854  1.3245  -0.2617  0.349

Calculated values
Highest occupied orbital energy: -9.3 eV
Net charge: 0
Kohn-Sham gap: 10.3 eV
SMILES: [H]/N=C(/CF)C(C)C
E_LUMO: 0.038 Eh

=====

Taking the most stable structure as the zero point, the relative energies in kcal/mol are model w 61.9; model x 0.0.

=====

Model w:
A gas-phase ion, C3H4N (charge +1). Source: the Open Molecules 2025 dataset; level of theory: ωB97M-V/def2-TZVPD.

Each line ends with the natural charge from an NBO analysis.
Element x y z (Å)
C  0.4418  1.1734  0.0950  0.227
C  -1.4799  0.4126  0.0566  0.310
C  -0.6726  -0.7115  0.1844  -0.417
N  0.6607  -0.0782  0.1156  -0.472
H  1.0773  2.0481  -0.1297  0.256
H  -0.6241  -1.6685  0.6711  0.318
H  -1.0344  -0.7587  -0.9332  0.337
H  1.6313  -0.4171  -0.0597  0.442

Calculated values
Highest occupied orbital energy: -15.3 eV
Net charge: +1
Kohn-Sham gap: 8.7 eV
E_LUMO: -0.243 Eh

=====

Model x:
3 unconnected molecules or ions with the total composition C3H4N. Source: the Open Molecules 2025 dataset; level of theory: ωB97M-V/def2-TZVPD.

Each line ends with the natural charge from an NBO analysis.
Element x y z (Å)
C  -1.2607  1.0433  -0.3236  0.167
C  -0.4416  -0.0061  -1.0761  -0.072
C  -0.1620  -1.1425  -1.5829  0.262
N  -0.5203  0.5337  0.4887  0.005
H  -2.1867  1.6891  -0.6456  0.368
H  -0.0674  0.7854  2.4999  -0.055
H  0.3857  -1.8398  -2.0416  0.253
H  -0.2473  0.6985  3.4124  0.072

Calculated values
Highest occupied orbital energy: -16.5 eV
Net charge: +1
Kohn-Sham gap: 8.6 eV
E_LUMO: -0.293 Eh

=====

Taking the most stable structure as the zero point, the relative energies in kcal/mol are model w 0.0; model x 9.0.

=====

Model w:
3 unconnected molecules or ions with the total composition C3H12O3. Source: the Open Molecules 2025 dataset; level of theory: ωB97M-V/def2-TZVPD.

Each line ends with the natural charge from an NBO analysis.
Element x y z (Å)
C  0.0616  0.9543  -0.6098  -0.640
C  -0.0501  -0.5406  -0.5459  0.088
C  -0.4365  -1.0907  0.8035  -0.641
O  1.2760  -1.0616  -0.8782  -0.758
H  0.5140  1.2577  -1.5616  0.232
H  0.6651  1.3631  0.1884  0.234
H  -0.9206  1.4375  -0.5944  0.204
H  -0.6934  -0.9688  -1.3212  0.171
H  -1.3332  -0.6721  1.2538  0.208
H  0.3618  -1.0547  1.5551  0.225
H  -0.5607  -2.1841  0.7352  0.208
H  1.1699  -1.9994  -1.0817  0.475
H  -3.7478  1.2365  1.2747  0.467
H  -2.6690  0.6516  0.4272  0.461
O  -3.6339  0.6746  0.4969  -0.928
H  4.1059  0.7501  0.1180  0.467
H  2.7052  0.2347  -0.2928  0.493
O  3.1857  1.0120  0.0328  -0.967

Calculated values
Highest occupied orbital energy: -10.8 eV
Net charge: 0
Kohn-Sham gap: 11.4 eV
SMILES: CC(C)O.O.O
E_LUMO: 0.023 Eh

=====

Model x:
4 unconnected molecules or ions with the total composition C3H12O3. Source: the Open Molecules 2025 dataset; level of theory: ωB97M-V/def2-TZVPD.

Each line ends with the natural charge from an NBO analysis.
Element x y z (Å)
C  1.3550  1.1662  -0.3776  -0.672
C  0.9877  1.9549  0.7921  -0.170
C  -0.3376  2.1824  1.2191  -0.431
H  1.8715  1.6749  -1.1271  0.219
H  0.4081  0.7677  -0.9060  0.215
H  2.0189  0.3009  -0.0668  0.230
H  1.8055  2.5982  1.2037  0.188
H  -0.5802  2.8880  2.0022  0.206
H  -0.9918  1.4118  0.8294  0.208
H  -1.5440  -1.2649  -0.8271  0.511
H  -2.8762  -0.5287  -0.6648  0.469
O  -2.0029  -0.4386  -0.3742  -0.992
H  0.6318  -2.1627  -1.1871  0.505
H  -0.0187  -2.8304  -2.4168  0.479
O  -0.2605  -2.4119  -1.5439  -0.967
H  0.9715  -1.1607  1.6700  0.481
H  -0.0960  -0.5667  0.6704  0.497
O  0.5595  -1.2680  0.7954  -0.977

Calculated values
Highest occupied orbital energy: -9.1 eV
Net charge: 0
Kohn-Sham gap: 9.7 eV
SMILES: C=CC.O.O.O
E_LUMO: 0.023 Eh

=====

Taking the most stable structure as the zero point, the relative energies in kcal/mol are model w 0.0; model x 27.1.

=====

Model w:
2 unconnected molecules or ions with the total composition C8H13NO2. Source: the Open Molecules 2025 dataset; level of theory: ωB97M-V/def2-TZVPD.

Each line ends with the natural charge from an NBO analysis.
Element x y z (Å)
C  0.2464  1.4596  -1.2083  -0.639
C  1.6097  1.1174  -0.6487  -0.068
C  1.6665  -1.2638  -0.4734  -0.112
C  2.2027  -1.4294  0.9262  -0.222
C  3.4242  -1.0033  1.2535  -0.390
C  -3.7148  0.0321  0.3651  -0.059
C  -2.7880  1.0198  0.8183  -0.055
C  -2.0962  1.8877  1.3060  -0.190
H  -0.5180  0.7340  -0.9408  0.214
H  -0.0346  2.4687  -0.8788  0.208
H  0.2685  1.4959  -2.2887  0.209
H  1.5826  1.0895  0.4669  0.169
H  2.3380  1.8679  -0.9869  0.185
H  0.5542  -1.2350  -0.4405  0.174
H  1.9263  -2.1330  -1.1154  0.203
H  1.5601  -1.8845  1.6794  0.203
H  4.0925  -0.5996  0.4858  0.205
H  3.7648  -0.9885  2.2866  0.198
H  -4.1132  -2.5840  -0.9558  0.481
H  -4.7666  0.1643  0.5930  0.206
H  -1.5090  2.7133  1.6907  0.248
N  -3.3726  -1.0092  -0.3087  -0.080
O  2.1473  -0.1035  -1.1234  -0.539
O  -4.4707  -1.8165  -0.5021  -0.550

Calculated values
Highest occupied orbital energy: -9.5 eV
Net charge: 0
Kohn-Sham gap: 10.0 eV
SMILES: C#C/C=N/O.C=CCOCC
E_LUMO: 0.019 Eh

=====

Model x:
A single C8H13NO2 molecule. Source: the Open Molecules 2025 dataset; level of theory: ωB97M-V/def2-TZVPD.

Each line ends with the natural charge from an NBO analysis.
Element x y z (Å)
C  -0.2985  -0.2325  -0.3084  -0.028
C  1.4210  0.0825  -0.0689  0.468
C  -1.1816  0.6907  -0.3681  -0.006
C  -0.2967  -1.6798  -0.3950  0.029
C  -2.6431  0.3191  -0.3281  -0.639
C  -0.7954  2.1363  -0.1453  -0.656
C  -0.9481  -2.3871  0.8078  -0.639
C  3.4612  1.0861  0.1441  -0.269
N  2.0090  -1.0302  -0.2826  -0.190
O  1.1235  -2.0564  -0.4563  -0.365
O  2.0688  1.2681  0.1798  -0.510
H  -0.6854  -1.9997  -1.3113  0.208
H  -3.1916  1.1843  -0.8053  0.218
H  -2.8959  -0.6855  -0.8078  0.215
H  -3.0320  0.0953  0.6054  0.224
H  -0.6241  2.7001  -1.0688  0.224
H  -1.6859  2.7755  0.2588  0.215
H  0.1871  2.2830  0.4046  0.255
H  -0.8840  -3.3998  0.8266  0.223
H  -1.9673  -2.3389  0.8441  0.209
H  -0.7271  -2.1881  1.8404  0.223
H  4.0266  2.1047  0.2500  0.189
H  3.8898  0.8061  -0.8522  0.200
H  3.6697  0.4664  1.0363  0.200

Calculated values
Highest occupied orbital energy: -8.5 eV
Net charge: 0
Kohn-Sham gap: 9.3 eV
SMILES: COC1=NO[C@@H](C)C1=C(C)C
E_LUMO: 0.031 Eh

=====

Taking the most stable structure as the zero point, the relative energies in kcal/mol are model w 9.8; model x 0.0.